Entry 1:
Molecular formula: C9H15Cl2HoO3PPm
Method: DFT, ωB97M-V/def2-TZVPD

Positions of all 32 atoms, in Å:
Pm: -2.9572 4.3468 0.4473
Ho: -0.3238 1.3992 -0.0224
Cl: -1.8327 2.7833 -1.5347
Cl: -1.6431 2.5732 1.9254
C: 2.0672 1.4099 0.2139
C: -5.0604 5.3700 -0.5226
C: -3.9528 6.6516 1.1342
O: 3.2118 1.6328 0.3603
O: -5.9549 5.9748 -0.9316
O: -4.5458 7.6333 1.3085
C: 3.1544 -2.4714 1.2651
C: 2.4463 -2.1261 -0.0413
P: 1.3143 -0.7307 -0.0423
C: 0.4619 -0.5761 -1.6600
C: 0.3762 -1.8930 -2.4461
C: -0.1008 -0.9444 1.0599
C: -0.5049 -2.4272 1.1921
H: 3.7670 -1.6323 1.5726
H: 3.8076 -3.3393 1.1392
H: 2.4429 -2.7198 2.0516
H: 3.2201 -1.9146 -0.8081
H: 1.8880 -3.0150 -0.3889
H: -0.6112 -0.2065 -1.5571
H: 1.0289 0.1669 -2.2381
H: -0.4932 -2.4628 -2.1199
H: 0.2542 -1.6541 -3.5043
H: 1.2755 -2.5027 -2.3407
H: 0.1721 -0.5431 2.0368
H: -1.0653 -0.4073 0.7368
H: 0.3625 -3.0877 1.3303
H: -1.1391 -2.5378 2.0650
H: -1.0657 -2.7499 0.3192

Cartesian forces, eV/Å:
1.00 -1.04 -0.07
2.00 0.34 0.20
-0.64 0.94 0.18
-0.31 0.40 -0.11
3.36 2.46 0.56
-5.42 2.62 -2.93
-2.74 6.05 1.70
-3.73 -1.21 -0.52
4.07 -2.89 1.81
3.09 -4.89 -0.75
-0.16 0.42 0.46
0.92 -1.29 -0.53
0.02 -0.40 -0.52
-0.08 0.02 -0.36
-0.37 -0.03 -0.50
-0.86 -0.80 0.69
-0.25 -0.17 0.24
0.20 0.03 0.29
-0.15 0.14 -0.27
0.08 0.03 0.11
-0.48 0.16 0.14
-0.08 0.49 -0.03
0.54 -0.44 -0.31
-0.06 0.08 -0.22
0.12 -0.14 -0.03
-0.03 -0.15 0.07
-0.13 0.19 -0.06
-0.04 0.05 0.39
0.49 -1.09 0.43
-0.26 0.36 -0.04
-0.13 -0.12 0.08
0.03 -0.11 -0.09

Results
Charge ... +4
DFT total energy ... -3394.17905 hartree
Multiplicity ... 9

Results of the natural (NBO) charge analysis, in e, for atoms 1 through 6:
1. Pm 2.178
2. Ho 1.532
3. Cl -0.446
4. Cl -0.443
5. C 0.211
6. C 0.352

Entry 2:
Molecular formula: C9H15ClNOP
Method: DFT, ωB97M-V/def2-TZVPD

Positions of all 28 atoms, in Å:
C: -1.2451 -1.4733 1.9592
C: -1.2337 -2.0910 0.5507
C: -0.5525 -0.0870 1.6185
C: 0.1735 -1.8347 0.1173
C: -0.0786 2.1205 -0.2594
C: 1.2626 2.5315 -0.9640
C: 0.4117 -0.3422 0.4870
C: 0.1890 0.6151 -0.6444
C: -0.6417 0.1529 -1.8380
N: 1.7498 1.2162 -1.2296
O: 1.7490 -0.0703 0.9105
P: 2.8009 0.5163 -0.1094
Cl: 3.0826 -0.9631 -1.3503
H: -2.1675 -1.3308 2.3932
H: -0.5373 -1.9511 2.7183
H: -1.6059 -3.1808 0.6567
H: -2.0360 -1.5993 0.1035
H: -1.3126 0.6905 1.4119
H: -0.0031 0.1968 2.4366
H: 0.6496 -2.4887 0.7565
H: 0.1918 -1.9808 -0.9689
H: -0.0368 2.1203 0.8223
H: -1.0656 2.5362 -0.5597
H: 1.0940 3.1851 -1.8351
H: 1.9142 3.2967 -0.4905
H: -0.2364 -0.5821 -2.5683
H: -0.7926 0.9376 -2.5688
H: -1.7232 -0.1405 -1.5556

Cartesian forces, eV/Å:
3.74 0.90 -0.48
-1.35 -2.52 3.26
-2.29 -1.28 -0.03
-1.97 1.68 -2.20
0.51 -1.41 -0.22
-1.66 3.01 -0.03
-0.18 -0.59 -0.58
-2.33 1.18 -2.20
-1.29 -0.26 -0.45
0.39 0.49 1.04
-0.76 -0.45 1.99
1.26 1.04 -0.45
1.51 -2.45 -1.62
-2.13 0.12 0.94
-1.05 0.07 -1.10
1.10 1.36 -0.62
-1.00 0.97 -1.62
0.39 -0.45 -0.12
1.25 1.13 2.06
2.25 -1.30 0.68
1.04 -0.43 0.44
0.29 0.74 0.25
0.86 -0.18 -0.15
-0.35 -0.95 -0.62
0.11 -1.17 0.66
0.12 -0.28 1.17
-0.04 0.91 0.27
1.59 0.13 -0.28

Results
DFT total energy ... -1283.23604 hartree
Multiplicity ... 3

Results of the natural (NBO) charge analysis, in e, for atoms 1 through 6:
1. C -0.382
2. C -0.398
3. C -0.426
4. C -0.437
5. C -0.468
6. C -0.304

Entry 3:
Molecular formula: C9H15ClO2
Method: DFT, ωB97M-V/def2-TZVPD

Positions of all 27 atoms, in Å:
C: -0.6300 -0.1353 0.0083
C: -0.1783 0.2253 -1.0354
C: -1.8241 0.0489 2.2893
C: -1.9051 -2.0279 0.7416
C: 0.5065 2.9033 -2.1222
C: 0.7354 -0.9074 2.8395
C: 2.3778 -0.3025 -2.4458
C: -1.0334 -0.8416 1.1684
C: 0.6408 1.3686 -2.4474
O: 0.1944 -1.4720 1.6536
O: 1.9725 1.0471 -2.3190
Cl: -0.4013 0.8792 -3.8734
H: -1.7585 -0.4393 3.2039
H: -2.8204 -0.1155 2.0034
H: -1.4743 1.0758 2.2498
H: -2.7160 -1.6586 0.0690
H: -1.2603 -2.7877 0.1866
H: -2.0188 -2.3961 1.7467
H: 0.4158 3.3778 -3.1075
H: 1.4259 3.2207 -1.6511
H: -0.3443 3.0786 -1.5823
H: 0.3147 -1.3102 3.7104
H: 0.5166 0.1560 2.9535
H: 1.7797 -1.1986 3.0336
H: 2.8554 -0.5010 -1.4887
H: 3.1235 -0.4384 -3.1962
H: 1.5059 -0.8492 -2.5884

Cartesian forces, eV/Å:
-0.04 0.66 -0.07
1.82 3.49 -3.84
1.82 -1.03 -3.24
1.55 -0.02 -0.72
1.69 -2.20 -2.57
0.40 0.17 -0.24
0.79 0.91 1.42
0.04 -0.24 1.47
-0.51 -1.47 3.74
0.02 0.33 0.97
-1.47 1.36 -1.64
1.23 0.22 0.55
0.56 -0.55 1.85
-1.59 0.64 -0.51
-0.29 -0.02 0.29
0.16 -0.69 1.13
-0.84 1.16 0.59
-1.59 -1.04 0.05
0.06 0.11 0.29
-0.02 0.03 0.30
-2.03 0.47 1.48
-1.35 -0.98 1.33
0.73 0.15 -0.45
-0.03 0.53 -1.08
-0.16 -0.53 0.09
0.23 0.12 -0.88
-1.19 -1.61 -0.29

Results
DFT total energy ... -962.38305 hartree
Multiplicity ... 1

Results of the natural (NBO) charge analysis, in e, for atoms 1 through 6:
1. C -0.150
2. C -0.090
3. C -0.625
4. C -0.620
5. C -0.644
6. C -0.254

Entry 4:
Molecular formula: C9H15F2N3O12
Method: DFT, ωB97M-V/def2-TZVPD

Positions of all 41 atoms, in Å:
O: -16.4939 -11.3974 -10.8427
C: -15.7391 -11.9380 -10.1074
O: -15.0977 -11.2666 -9.1265
C: -14.2445 -12.1693 -8.4007
C: -14.5393 -13.5182 -9.0355
F: -15.3825 -14.2930 -8.2396
O: -15.2644 -13.1985 -10.2044
H: -13.2118 -11.9308 -8.6692
H: -14.5117 -12.0545 -7.3545
H: -13.6295 -14.1046 -9.1745
O: -15.4098 -12.8939 -5.2790
C: -15.6828 -13.3587 -4.2235
O: -14.8805 -13.3431 -3.1469
C: -15.4763 -14.1846 -2.1421
C: -16.9371 -14.1343 -2.5580
F: -17.5239 -13.0221 -2.0152
O: -16.8486 -13.9677 -3.9585
H: -15.0790 -15.1927 -2.2629
H: -15.3261 -13.7718 -1.1524
H: -17.5532 -14.9965 -2.3136
C: -17.3475 -8.3259 -9.2193
N: -18.2962 -7.6292 -10.1456
O: -17.8505 -7.2017 -11.1880
O: -19.4605 -7.5635 -9.8117
H: -17.1864 -9.3076 -9.6579
H: -17.8115 -8.2951 -8.2426
H: -16.4062 -7.7852 -9.2526
C: -18.5482 -13.1905 -6.9886
N: -19.3252 -11.9401 -7.2866
O: -18.6955 -11.0372 -7.8026
O: -20.4485 -11.8680 -6.8427
H: -19.2089 -13.9979 -7.3008
H: -18.4259 -13.1795 -5.9117
H: -17.6375 -13.1857 -7.5691
C: -23.8386 -11.2490 -7.0141
N: -24.4714 -12.5613 -6.6827
O: -23.7552 -13.3782 -6.1471
O: -25.6215 -12.7542 -6.9877
H: -23.8063 -10.7053 -6.0735
H: -24.3991 -10.7414 -7.7879
H: -22.8267 -11.4891 -7.3230

Cartesian forces, eV/Å:
-0.42 -0.59 -0.18
0.72 1.59 -0.19
-0.13 -0.50 0.32
-0.21 0.50 -0.80
-0.88 -0.16 0.79
0.35 0.33 -0.26
0.52 -0.88 0.38
-0.04 0.25 0.52
0.40 -0.43 0.11
-0.37 -0.07 -0.63
0.11 0.12 -0.31
0.71 0.56 -0.41
0.00 -0.28 0.33
-0.34 0.06 -0.52
0.10 -0.07 0.10
-0.08 -0.05 -0.11
-0.77 -0.34 0.77
0.06 0.01 0.26
0.18 0.02 0.01
0.05 -0.01 -0.15
-0.01 0.46 -0.40
0.04 -0.07 0.02
0.13 0.05 -0.10
-0.03 0.01 0.09
-0.17 -0.17 0.31
0.07 -0.41 0.04
-0.05 0.09 0.01
-1.06 -0.07 -0.56
1.27 0.22 0.76
-0.47 0.04 -0.28
-0.27 0.01 -0.35
0.16 -0.14 0.22
0.26 -0.16 -0.02
0.17 0.09 0.21
0.24 -0.29 0.21
0.40 -0.06 -0.40
0.16 -0.12 0.30
-0.59 0.17 -0.10
-0.03 0.18 -0.11
-0.19 -0.03 0.10
0.03 0.15 0.00

Results
DFT total energy ... -1618.56354 hartree
Multiplicity ... 1

Results of the natural (NBO) charge analysis, in e, for atoms 1 through 6:
1. O -0.558
2. C 0.969
3. O -0.486
4. C -0.145
5. C 0.434
6. F -0.356

Entry 5:
Molecular formula: C9H15F6IN3O6PtS2
Method: DFT, ωB97M-V/def2-TZVPD

Positions of all 43 atoms, in Å:
Pt: 0.1389 0.3556 1.2826
F: 4.0702 -1.2414 3.3318
C: 2.8156 -1.7789 3.1238
F: 1.8986 -1.1092 3.8544
F: 2.7853 -3.0725 3.4809
S: 2.5519 -1.6186 1.1563
O: 1.0643 -1.3743 0.9539
O: 3.1200 -2.8098 0.6220
N: 3.4104 -0.2822 0.7706
S: 3.0177 1.1669 0.4092
O: 3.9248 1.8683 -0.4452
O: 1.5539 1.2534 -0.0322
C: 3.1054 2.1650 2.0089
F: 2.9682 3.5309 1.7322
F: 4.3695 1.8979 2.4334
F: 2.2064 1.8331 2.9687
C: -1.3047 -0.4738 2.3081
H: -1.0609 -1.5212 2.2784
H: -1.3568 0.0025 3.2813
N: -0.7832 3.2191 -0.4298
C: -1.2528 2.9888 0.8503
O: -0.4960 2.2563 1.6223
C: -2.4383 3.4852 1.3864
I: -3.3857 -0.3266 1.5485
H: 0.2399 3.1153 -0.5305
H: -1.2972 3.8741 -0.9843
H: -3.1283 4.1617 0.8743
H: -2.8170 3.1146 2.3238
C: -2.7274 -1.4644 -3.7130
N: -1.8906 -2.0043 -2.6634
C: -2.4567 -3.0219 -1.7577
C: -0.5947 -1.5847 -2.3738
C: -0.0669 -0.3642 -3.2508
O: 0.0862 -2.0884 -1.4761
H: -3.7589 -1.4437 -3.4424
H: -2.6519 -2.0610 -4.6865
H: -2.3989 -0.4688 -3.9549
H: -3.2647 -3.5961 -2.2895
H: -2.8449 -2.5433 -0.8602
H: -1.5986 -3.6565 -1.4714
H: 0.0016 -0.6874 -4.3171
H: 0.9399 -0.2018 -2.8702
H: -0.6936 0.5061 -3.0533

Cartesian forces, eV/Å:
-2.16 3.21 0.29
-1.72 -0.95 0.29
0.53 0.82 -0.83
1.10 -0.62 -0.86
0.22 1.09 -0.29
-1.88 1.97 0.35
4.37 -3.38 -0.08
0.30 0.22 0.12
0.14 -1.75 0.62
-3.87 0.73 -0.92
0.19 -0.59 0.38
3.87 0.39 -0.12
-0.07 0.90 0.02
0.37 -2.60 0.60
-1.11 0.75 0.26
1.45 0.43 -1.19
-1.60 -0.59 0.28
-0.45 -0.59 0.68
-0.13 -0.37 0.28
0.96 -0.63 0.13
-2.46 1.06 1.54
0.93 0.49 -0.09
0.68 0.03 -1.25
0.50 -0.17 0.13
-1.13 0.31 -0.10
0.20 0.22 -0.11
0.46 -0.21 -0.22
0.33 -0.17 0.15
1.23 -0.81 -1.36
0.57 -0.26 0.78
0.36 -0.26 -0.83
-0.10 0.65 -0.28
0.05 -2.05 0.72
-1.01 0.56 -1.48
-0.68 0.04 0.46
-0.06 0.50 1.14
-0.10 0.42 -0.07
0.86 0.49 0.53
-0.17 -0.05 0.08
-0.72 0.00 -0.03
-0.29 0.57 0.70
-0.06 0.22 -0.08
0.09 0.00 -0.33

Results
Charge ... -1
DFT total energy ... -2780.10007 hartree
Multiplicity ... 3

Results of the natural (NBO) charge analysis, in e, for atoms 1 through 6:
1. Pt 1.015
2. F -0.325
3. C 0.783
4. F -0.302
5. F -0.306
6. S 2.176

Entry 6:
Molecular formula: C9H15FN2Si
Method: DFT, ωB97M-V/def2-TZVPD

Positions of all 28 atoms, in Å:
C: -3.2742 -0.2289 -0.8358
C: -2.4896 0.0826 0.4456
C: -1.0887 0.7214 0.2267
C: -0.7037 1.6594 1.4367
C: 0.0441 -0.3815 0.1687
C: -0.1544 -1.3036 -1.0155
N: -0.1799 -1.9221 -2.0027
C: -0.0269 -1.2902 1.3848
N: -0.0153 -1.9906 2.2736
Si: 1.9583 -0.0860 -0.1430
C: 2.8852 -1.6478 -0.0098
C: 2.4749 1.1796 -1.5032
F: 2.6195 0.7458 1.2125
H: -2.7621 -0.9622 -1.4096
H: -4.1150 -0.7197 -0.3504
H: -3.5399 0.5090 -1.4936
H: -3.0678 0.8189 1.0865
H: -2.4770 -0.8840 1.1318
H: -1.1318 1.3486 -0.6660
H: -1.2012 1.3258 2.2988
H: 0.2896 1.8619 1.7232
H: -1.0166 2.6431 1.2232
H: 2.7533 -2.0755 0.9240
H: 2.5725 -2.3628 -0.6460
H: 3.9567 -1.2608 -0.2505
H: 1.8568 2.0221 -1.4052
H: 3.4018 1.5779 -1.3960
H: 2.4313 0.6196 -2.4089

Cartesian forces, eV/Å:
0.50 -2.34 3.02
-0.02 0.32 1.39
1.18 -0.07 1.85
-0.90 -0.49 -1.43
-0.51 -1.54 -0.67
-0.06 -0.27 -1.00
0.03 0.95 1.60
0.22 2.32 -2.70
-0.02 -1.29 1.73
1.79 3.05 2.13
2.22 3.32 -0.62
-2.51 -2.99 1.06
-1.33 -0.98 -1.39
0.45 -0.82 -0.48
-0.72 -0.04 -0.93
-0.71 2.35 -1.09
0.49 -0.71 -0.82
0.35 1.88 -1.48
0.35 -0.44 -0.21
-0.74 -0.45 1.27
1.74 -0.70 -0.18
-1.05 1.19 -0.29
0.26 -0.44 2.21
-0.69 -2.38 -2.69
-1.63 -1.15 0.65
-1.42 0.98 -0.49
3.12 0.55 0.75
-0.36 0.21 -1.17

Results
DFT total energy ... -850.81133 hartree
Multiplicity ... 1

Results of the natural (NBO) charge analysis, in e, for atoms 1 through 6:
1. C -0.618
2. C -0.402
3. C -0.190
4. C -0.630
5. C -0.638
6. C 0.266

Entry 7:
Molecular formula: C9H15HgIN2Si
Method: DFT, ωB97M-V/def2-TZVPD

Positions of all 29 atoms, in Å:
Hg: 1.1347 -1.9677 2.1953
C: 4.1980 -0.6286 -0.2795
C: 2.9629 0.2004 -0.4893
C: 2.9192 1.2124 -1.4330
C: 1.7082 1.8843 -1.6099
C: 0.6185 1.5298 -0.8678
C: 0.7132 0.4615 0.0696
N: 1.9103 -0.1395 0.2385
N: -0.3002 0.0312 0.7884
Si: -1.9800 -0.0167 0.5534
C: -2.5119 -1.8050 0.9382
C: -2.6510 0.3812 -1.2062
C: -2.9006 1.1112 1.8035
H: 5.0125 -0.2886 -0.9179
H: 3.9664 -1.6681 -0.5141
H: 4.5123 -0.5918 0.7630
H: 3.7918 1.4715 -2.0132
H: 1.6288 2.6811 -2.3387
H: -0.3281 2.0360 -0.9557
H: -2.0705 -2.5031 0.2371
H: -3.5879 -1.9428 0.9160
H: -2.1642 -2.0901 1.9268
H: -2.0824 -0.1661 -1.9525
H: -2.5711 1.4364 -1.4536
H: -3.6953 0.0995 -1.3146
H: -2.6034 0.8489 2.8151
H: -3.9777 0.9823 1.7298
H: -2.6758 2.1648 1.6636
I: 1.0234 -4.7243 0.7076

Cartesian forces, eV/Å:
-0.29 0.05 -1.08
-0.04 0.04 -0.02
0.18 0.13 -0.28
0.19 -0.01 -0.07
-0.09 0.02 0.03
0.03 0.10 -0.12
-0.17 0.11 0.00
0.23 -0.53 0.49
-0.43 -0.53 0.48
-0.43 -0.29 0.26
0.04 0.65 -0.07
0.42 0.02 0.55
0.30 -0.38 -0.45
0.05 -0.01 0.02
0.05 -0.04 0.01
0.03 0.01 0.06
0.09 -0.04 -0.04
0.02 0.09 -0.03
-0.11 0.12 -0.12
0.18 -0.15 -0.22
-0.33 0.01 -0.02
0.10 -0.03 0.23
0.14 -0.14 -0.14
0.02 0.21 -0.01
-0.19 -0.10 0.13
0.09 -0.09 0.18
-0.22 -0.03 -0.04
0.08 0.19 -0.11
0.05 0.61 0.39

Results
Charge ... -1
DFT total energy ... -1202.20063 hartree
Multiplicity ... 2

Results of the natural (NBO) charge analysis, in e, for atoms 1 through 6:
1. Hg 0.568
2. C -0.635
3. C 0.243
4. C -0.378
5. C -0.157
6. C -0.330

Entry 8:
Molecular formula: C9H15IOS
Method: DFT, ωB97M-V/def2-TZVPD

Positions of all 27 atoms, in Å:
C: -0.3235 1.6269 -1.6843
C: 0.5527 2.7454 -1.1122
C: 0.3996 0.2683 -1.6426
C: 0.8690 2.5249 0.3372
C: 0.2236 -0.2805 0.8198
C: 1.0978 0.0487 -0.2988
C: 0.1519 -2.7060 1.5730
C: -1.8961 -1.6104 0.6390
C: -0.3553 -1.6367 0.5002
O: -0.7720 0.7017 1.1682
S: -0.0838 2.0942 1.6901
I: 3.1541 -0.4787 -0.2390
H: -1.2492 1.5676 -1.1746
H: -0.6955 1.8042 -2.6837
H: 1.4407 2.8714 -1.6962
H: 0.1344 3.7551 -1.0951
H: -0.2439 -0.6010 -1.7453
H: 1.0852 0.2903 -2.5736
H: 1.7190 3.0463 0.6193
H: 0.7961 -0.4395 1.7698
H: -0.1778 -2.3708 2.4867
H: 1.3271 -2.7154 1.6321
H: -0.0757 -3.7153 1.2753
H: -2.0989 -1.0885 1.5669
H: -2.3009 -2.6173 0.5607
H: -2.4189 -1.0510 -0.2272
H: -0.2598 -2.0339 -0.4656

Cartesian forces, eV/Å:
-0.17 0.20 -0.27
-1.40 -0.18 0.74
2.03 0.39 -0.75
-0.26 -2.12 -0.94
1.64 -1.16 1.61
0.82 2.64 -1.11
3.44 0.90 -3.29
-0.47 0.91 -1.46
-2.53 -1.96 2.65
-0.35 -0.19 -0.71
0.03 0.42 -0.52
-0.94 0.12 0.01
-0.82 -0.05 1.16
0.49 0.28 -0.64
0.90 -0.23 -0.14
-0.77 -0.03 -0.60
-0.52 0.23 -0.45
-0.61 -0.41 1.77
1.73 0.80 0.87
0.01 0.38 -0.79
-1.03 0.18 2.30
-2.03 0.26 -0.20
-0.66 -0.30 0.22
-0.71 -0.31 0.11
0.00 -0.10 0.47
0.97 -0.50 1.36
1.21 -0.17 -1.43

Results
DFT total energy ... -1122.89082 hartree
Multiplicity ... 1

Results of the natural (NBO) charge analysis, in e, for atoms 1 through 6:
1. C -0.400
2. C -0.465
3. C -0.524
4. C -0.363
5. C -0.089
6. C -0.060

Strongest force on any atom, record by record: 6.85, 4.34, 5.50, 1.75, 5.53, 4.13, 1.12, 4.84 eV/A